1.
A 6-piece molecular cluster, C4H19NO5 overall at a distorted geometry, computed with ωB97M-V/def2-TZVPD.

Structure (ORCA input):
```
! wB97M-V def2-TZVPD RIJCOSX def2/J DEFGRID3
* xyz 0 1
C -0.944 1.698 0.773
C 0.505 1.793 0.479
C 1.172 3.137 0.259
C 1.367 0.775 0.448
N 1.109 -0.603 0.306
H -1.606 0.893 0.830
H -1.051 2.302 1.733
H -1.504 2.139 -0.121
H 1.999 3.296 0.936
H 1.597 3.195 -0.756
H 0.639 4.024 0.440
H 2.482 0.885 0.357
H 1.715 -1.171 0.855
H 0.103 -0.829 0.474
O -0.915 -2.258 -0.946
H -1.383 -1.679 -1.552
H -0.532 -2.916 -1.532
O 2.713 -1.977 -2.489
H 1.748 -1.925 -2.350
H 2.981 -2.239 -1.571
O -3.293 -0.674 2.318
H -2.412 -0.254 2.282
H -3.529 -0.677 1.332
O -0.595 -2.294 2.267
H -0.476 -3.232 2.294
H -1.286 -1.984 2.837
O -0.580 0.316 -3.221
H 0.153 0.132 -2.608
H -0.177 0.124 -4.075
*
```

## Properties
Kohn-Sham gap = 7.9 eV
energy relative to the best compared isomer or geometry (same formula, charge and spin) = 193.73 kJ/mol

2.
The molecule C4H6O, computed with ωB97M-V/def2-TZVPD.

Structure (ORCA input):
```
! wB97M-V def2-TZVPD RIJCOSX def2/J DEFGRID3
* xyz 0 1
C -1.096 -1.075 0.189
C -0.162 0.087 0.164
O -0.217 0.813 1.264
C 0.692 0.346 -0.900
C 1.889 1.078 -0.862
H -2.137 -0.736 0.160
H -0.954 -1.633 1.120
H -0.899 -1.731 -0.660
H 0.456 -0.233 -1.795
H 0.392 1.570 1.161
H 2.036 1.515 0.158
*
```

## Properties
Kohn-Sham gap = 7.5 eV
energy relative to the best compared isomer or geometry (same formula, charge and spin) = 289.87 kJ/mol

3.
An isolated ion of composition C6H12NO and charge +1 at a distorted geometry, computed with ωB97M-V/def2-TZVPD.

Structure (ORCA input):
```
! wB97M-V def2-TZVPD RIJCOSX def2/J DEFGRID3
* xyz 1 1
C 2.639 0.060 -0.246
C 1.413 -0.427 -0.107
N 0.266 0.058 0.698
C -0.074 -0.936 1.827
C -0.899 0.412 -0.194
C -1.622 -0.717 -0.982
C -0.883 1.793 -0.813
O -1.636 1.453 0.320
H 3.287 -0.378 -0.914
H 2.924 0.909 0.228
H 1.281 -1.270 -0.648
H 0.388 0.899 1.155
H -0.578 -1.724 1.297
H 0.824 -1.270 2.118
H -0.651 -0.311 2.479
H -1.644 -1.611 -0.444
H -1.222 -0.648 -2.077
H -2.645 -0.422 -1.163
H 0.024 2.283 -0.676
H -1.193 1.847 -1.860
*
```

## Properties
Kohn-Sham gap = 12.2 eV
energy relative to the best compared isomer or geometry (same formula, charge and spin) = 305.70 kJ/mol

4.
C4H12N2O as an isolated structure at a distorted geometry, computed with ωB97M-V/def2-TZVPD.

Structure (ORCA input):
```
! wB97M-V def2-TZVPD RIJCOSX def2/J DEFGRID3
* xyz 0 1
C 1.646 1.039 0.444
N 0.874 -0.208 0.462
N 1.611 -1.334 -0.028
H 0.308 -0.308 1.454
H 2.042 -1.111 -0.925
H 2.367 -1.552 0.617
H 2.501 0.953 1.118
H 1.982 1.281 -0.569
H 1.032 1.862 0.810
C -1.474 -1.335 -0.477
C -1.385 1.201 -0.549
C -1.054 -0.059 0.232
O -1.222 -0.025 1.531
H -2.565 -1.382 -0.461
H -1.123 -1.358 -1.511
H -1.074 2.085 0.009
H -2.467 1.254 -0.683
H -0.910 1.198 -1.534
H -1.090 -2.202 0.059
*
```

## Properties
Kohn-Sham gap = 9.5 eV
energy relative to the best compared isomer or geometry (same formula, charge and spin) = 329.18 kJ/mol

5.
The molecule C4H4O, computed with ωB97M-V/def2-TZVPD.

Structure (ORCA input):
```
! wB97M-V def2-TZVPD RIJCOSX def2/J DEFGRID3
* xyz 0 1
C -1.686 0.364 -1.457
C -0.655 0.090 -0.894
C 0.585 -0.253 -0.206
C 0.724 0.014 1.236
O 0.546 -1.302 0.749
H -2.595 0.613 -1.966
H 1.485 -0.254 -0.822
H -0.142 0.397 1.774
H 1.704 0.263 1.649
*
```

## Properties
Kohn-Sham gap = 11.2 eV
energy relative to the best compared isomer or geometry (same formula, charge and spin) = 241.81 kJ/mol

6.
A 18-piece molecular cluster, C5H48NO18 overall at a distorted geometry, computed with ωB97M-V/def2-TZVPD.

Structure (ORCA input):
```
! wB97M-V def2-TZVPD RIJCOSX def2/J DEFGRID3
* xyz 1 1
C 9.411 12.636 9.002
N 10.880 12.652 8.926
C 11.383 12.936 7.516
C 11.456 13.768 9.722
C 11.426 11.374 9.375
C 11.216 10.235 8.400
O 9.892 9.654 8.520
H 8.961 11.723 8.654
H 9.144 13.329 8.160
H 8.923 12.956 9.908
H 11.144 13.993 7.222
H 10.966 12.172 6.862
H 12.404 12.753 7.550
H 12.539 13.665 9.585
H 11.169 13.468 10.719
H 10.942 14.724 9.440
H 10.953 11.237 10.368
H 12.505 11.618 9.412
H 11.984 9.514 8.706
H 11.342 10.467 7.356
H 10.057 8.709 8.352
O 10.643 9.063 13.328
H 9.802 9.125 12.891
H 10.394 8.568 14.116
O 13.803 15.606 8.574
H 14.499 16.280 8.538
H 12.942 16.115 8.523
O 8.843 10.179 11.357
H 7.846 10.165 11.318
H 9.088 9.994 10.424
O 10.827 6.852 7.149
H 11.370 6.099 7.362
H 11.301 7.302 6.449
O 8.055 15.701 9.577
H 7.647 14.928 9.146
H 7.342 16.338 9.380
O 6.886 14.190 7.279
H 6.141 13.771 7.674
H 6.655 14.371 6.360
O 13.328 9.323 12.003
H 12.662 9.271 12.726
H 14.032 8.840 12.445
O 8.614 11.171 4.032
H 7.832 10.652 3.825
H 8.447 11.522 4.899
O 15.003 11.575 11.464
H 15.310 12.411 11.904
H 14.701 10.994 12.184
O 9.509 12.460 12.862
H 9.258 11.639 12.422
H 10.422 12.281 13.120
O 10.840 16.956 8.189
H 11.064 17.260 7.288
H 10.016 17.387 8.439
O 6.838 12.370 13.419
H 6.256 12.861 14.010
H 7.742 12.605 13.636
O 14.392 12.816 9.176
H 14.793 12.226 9.795
H 15.077 13.456 8.947
O 5.892 13.490 9.724
H 6.065 12.634 10.152
H 5.445 13.978 10.444
O 5.930 11.150 11.302
H 6.052 11.588 12.145
H 5.215 10.592 11.441
O 10.613 9.231 5.624
H 10.967 9.650 4.854
H 9.799 8.872 5.275
O 13.243 11.750 4.919
H 13.706 12.344 4.336
H 13.929 11.180 5.276
*
```

## Properties
Kohn-Sham gap = 11.1 eV

7.
An isolated ion of composition C5H10N3 and charge +1 at a distorted geometry, computed with ωB97M-V/def2-TZVPD.

Structure (ORCA input):
```
! wB97M-V def2-TZVPD RIJCOSX def2/J DEFGRID3
* xyz 1 1
H -2.102 2.828 -0.200
N -1.582 1.902 -0.151
C -0.549 1.661 0.535
C 0.124 0.278 0.541
C 1.292 0.297 -0.497
C 2.618 0.149 -0.204
C -0.669 -0.914 0.009
N -1.832 -0.653 -0.533
N -0.198 -2.090 0.262
H 0.021 2.308 1.229
H 0.318 0.227 1.638
H 0.838 0.102 -1.485
H 3.166 0.171 -1.118
H 3.136 0.039 0.653
H -2.110 0.341 -0.467
H -2.375 -1.523 -0.955
H 0.811 -2.173 0.429
H -0.905 -2.952 0.313
*
```

## Properties
Kohn-Sham gap = 10.5 eV
energy relative to the best compared isomer or geometry (same formula, charge and spin) = 237.94 kJ/mol

8.
The molecule C5H5N at a distorted geometry, computed with ωB97M-V/def2-TZVPD.

Structure (ORCA input):
```
! wB97M-V def2-TZVPD RIJCOSX def2/J DEFGRID3
* xyz 0 1
C 0.351 0.946 -0.947
C 0.614 -0.414 -0.303
C -0.535 -0.897 0.576
C -1.198 -2.005 0.316
C -0.999 -0.222 1.755
N -1.413 0.277 2.715
H 0.258 1.737 -0.195
H -0.564 0.930 -1.546
H 1.186 1.205 -1.607
H 1.519 -0.385 0.313
H 0.780 -1.171 -1.077
*
```

## Properties
Kohn-Sham gap = 9.4 eV
energy relative to the best compared isomer or geometry (same formula, charge and spin) = 397.12 kJ/mol

Total energy, respectively: -594.68702; -231.11332; -365.43293; -344.25964; -229.93585; -1628.16383; -360.48448; -248.12378 Ha.